Entry 1:
This record from the OMol25 dataset describes a structure of composition C47H57Br2N6O5PtSi. The level of theory is ωB97M-V/def2-TZVPD.

XYZ file:
```
119
C47H57Br2N6O5PtSi | the OMol25 dataset | ωB97M-V/def2-TZVPD
Pt -0.518 -0.638 0.269
C 2.560 -2.290 1.748
C 2.922 -2.252 0.290
C 4.252 -2.255 -0.112
C 4.589 -2.282 -1.456
C 3.597 -2.331 -2.422
C 2.255 -2.327 -2.066
C 1.193 -2.443 -3.123
C 1.942 -2.252 -0.704
N 0.559 -2.199 -0.333
C -0.153 -3.394 -0.424
O 0.313 -4.476 -0.663
C -1.637 -3.199 -0.258
C -2.607 -4.161 -0.432
C -3.943 -3.765 -0.369
C -4.279 -2.432 -0.170
C -3.252 -1.521 -0.002
N -1.997 -1.940 -0.020
C -3.392 -0.028 0.124
O -4.494 0.478 0.082
N -2.195 0.624 0.186
C -2.254 2.055 0.130
C -2.207 2.670 -1.130
C -2.274 1.883 -2.410
C -2.267 4.057 -1.186
C -2.417 4.812 -0.038
C -2.589 4.182 1.183
C -2.538 2.799 1.287
C -2.943 2.154 2.585
H 3.457 -2.248 2.362
H 2.028 -3.214 1.989
H 1.931 -1.443 2.025
H 5.029 -2.236 0.641
H 5.630 -2.279 -1.750
H 3.863 -2.375 -3.472
H 1.577 -2.124 -4.091
H 0.311 -1.840 -2.904
H 0.873 -3.484 -3.215
H -2.308 -5.181 -0.633
H -4.725 -4.500 -0.506
H -5.299 -2.076 -0.160
H -1.345 1.400 -2.694
H -2.540 2.547 -3.230
H -3.051 1.118 -2.345
H -2.229 4.544 -2.153
H -2.456 5.892 -0.100
H -2.801 4.769 2.068
H -3.312 2.913 3.273
H -2.125 1.643 3.085
H -3.749 1.439 2.418
Br 5.030 1.505 -4.509
C 3.429 1.208 -3.566
C 2.227 1.111 -4.261
N 1.067 0.913 -3.647
C 1.083 0.807 -2.326
C 2.223 0.874 -1.548
C 3.436 1.087 -2.193
C 2.236 0.765 -0.062
O 3.234 1.013 0.565
O 1.129 0.435 0.607
H 2.207 1.202 -5.340
H 0.098 0.705 -1.867
H 4.347 1.145 -1.614
N -1.818 -0.710 7.215
C -0.847 -0.075 6.524
O 0.026 0.588 7.034
C -0.869 -0.231 5.015
C -1.540 -1.237 4.329
C -1.453 -1.295 2.957
N -0.743 -0.390 2.266
C -0.112 0.609 2.902
C -0.147 0.693 4.280
H -1.829 -0.589 8.215
H -2.613 -1.140 6.781
H -2.104 -2.010 4.832
H -1.937 -2.083 2.403
H 0.415 1.328 2.294
H 0.382 1.490 4.784
C 2.191 6.636 2.962
C 1.733 6.913 1.522
C 0.198 6.976 1.576
C 2.255 8.300 1.110
Si 2.378 5.553 0.325
Br 0.988 3.776 0.708
C 2.099 5.931 -1.539
C 2.050 4.650 -2.389
C 3.218 6.832 -2.088
C 0.756 6.643 -1.762
C 4.142 4.920 0.733
C 4.701 4.056 -0.407
C 4.164 4.029 1.987
C 5.102 6.103 0.945
H 1.743 7.385 3.622
H 3.270 6.704 3.082
H 1.864 5.653 3.308
H -0.091 7.757 2.287
H -0.229 6.035 1.921
H -0.255 7.223 0.620
H 1.939 9.035 1.855
H 1.853 8.622 0.149
H 3.343 8.341 1.052
H 2.967 4.068 -2.342
H 1.896 4.935 -3.436
H 1.219 4.005 -2.095
H 4.189 6.336 -2.082
H 3.314 7.767 -1.536
H 2.992 7.088 -3.127
H -0.077 6.073 -1.344
H 0.586 6.744 -2.838
H 0.741 7.646 -1.339
H 4.052 3.206 -0.618
H 5.669 3.653 -0.093
H 4.870 4.622 -1.323
H 3.613 3.103 1.818
H 3.765 4.514 2.873
H 5.204 3.759 2.199
H 5.123 6.786 0.094
H 6.117 5.716 1.077
H 4.861 6.682 1.836
```

## Properties
Net charge: +1
Maximum force in eV/Å: 0.554
E_HOMO in eV: -11.10
HOMO-LUMO gap in eV: 5.30
Total energy in eV: -220049.2202



Entry 2:
This record from the OMol25 dataset describes a structure of composition C47H58AsCoN7O2 at a distorted geometry. The level of theory is ωB97M-V/def2-TZVPD.

XYZ file:
```
116
C47H58AsCoN7O2 | the OMol25 dataset | ωB97M-V/def2-TZVPD
Co -1.078 -0.890 1.569
C -1.181 7.046 1.518
C -2.184 6.112 1.206
C -1.886 4.750 1.083
C -0.605 4.209 1.544
C 0.377 5.200 1.866
C 0.093 6.556 1.822
N -0.449 2.874 1.670
C 0.640 2.231 2.118
C 1.944 2.501 1.659
C 3.061 2.108 2.370
C 2.947 1.543 3.653
C 1.688 1.067 4.033
C 0.656 1.109 3.041
N -0.195 0.035 2.920
N -0.066 -0.782 4.012
C -0.224 -2.087 3.741
C -0.113 -3.112 4.696
C -0.141 -4.414 4.297
C -0.190 -4.721 2.913
C -0.337 -3.691 2.021
N -0.451 -2.425 2.428
H -1.361 8.109 1.457
H -3.188 6.493 1.150
H -2.582 4.107 0.621
H 1.326 4.872 2.204
H 0.876 7.287 2.037
H 2.017 3.048 0.695
H 4.035 2.174 1.964
H 3.850 1.331 4.236
H 1.544 0.609 4.979
H 0.022 -2.858 5.762
H -0.056 -5.208 5.093
H -0.022 -5.770 2.670
H -0.271 -3.830 0.944
C 3.822 -2.949 1.300
C 3.231 -2.346 0.021
C 3.423 -3.373 -1.129
C 3.750 -1.027 -0.461
C 5.143 -0.812 -0.530
C 5.691 0.272 -1.282
C 4.869 1.153 -1.992
C 3.517 1.005 -1.877
C 2.630 1.867 -2.813
C 2.302 1.070 -4.154
C 3.254 3.199 -3.218
C 2.884 -0.011 -1.057
N 1.551 0.106 -0.708
C 0.582 -0.729 -0.848
C -0.743 -0.395 -0.638
N -1.260 0.421 0.249
C -2.469 1.183 -0.152
C -2.686 1.847 -1.406
C -3.931 2.468 -1.582
C -4.882 2.622 -0.620
C -4.592 2.086 0.629
C -3.458 1.332 0.873
C -3.428 0.693 2.240
C -3.281 1.764 3.323
C -4.549 -0.207 2.723
C -1.536 2.003 -2.364
C -1.903 1.448 -3.759
C -1.011 3.468 -2.563
H 3.381 -3.911 1.485
H 3.560 -2.283 2.183
H 4.897 -3.101 1.297
H 2.139 -2.203 0.127
H 3.780 -4.331 -0.807
H 4.122 -3.006 -1.895
H 2.458 -3.483 -1.672
H 5.845 -1.369 0.146
H 6.810 0.383 -1.242
H 5.270 1.855 -2.745
H 1.629 2.101 -2.341
H 2.979 1.193 -4.989
H 1.311 1.288 -4.631
H 2.229 0.015 -3.979
H 4.102 2.967 -3.822
H 3.495 3.843 -2.366
H 2.493 3.681 -3.879
H 0.598 -1.817 -1.076
H -1.282 -0.950 -1.394
H -4.121 2.853 -2.564
H -5.738 3.228 -0.821
H -5.293 2.246 1.445
H -2.490 -0.022 2.185
H -4.121 2.398 3.463
H -2.407 2.413 3.185
H -3.079 1.334 4.297
H -5.369 0.298 3.282
H -4.216 -0.912 3.508
H -4.982 -0.880 1.900
H -0.710 1.368 -2.053
H -2.360 2.201 -4.410
H -2.528 0.574 -3.727
H -1.012 1.140 -4.310
H -1.783 4.162 -2.729
H -0.374 3.512 -3.466
H -0.464 3.849 -1.699
O -3.674 -3.217 -0.856
C -3.208 -2.572 0.044
N -2.581 -1.917 0.877
C -1.578 -4.057 -3.677
As -0.815 -5.118 -2.148
C 0.315 -6.616 -2.771
C -2.094 -6.027 -1.059
O 0.114 -3.933 -1.316
H -1.850 -4.628 -4.546
H -0.811 -3.350 -3.954
H -2.527 -3.623 -3.299
H 0.383 -7.475 -2.100
H 1.268 -6.225 -3.047
H -0.160 -7.070 -3.691
H -1.756 -7.021 -0.780
H -2.195 -5.399 -0.173
H -3.021 -6.128 -1.581
```

## Properties
Net charge: -2
Maximum force in eV/Å: 5.846
E_HOMO (spin up / spin down) in eV: -0.25 / -0.90
Spin multiplicity: 4
HOMO-LUMO gap (spin up / spin down) in eV: 3.96 / 4.60
Expectation value of S²: 3.887
Total energy in eV: -162665.9294



Entry 3:
This record from the OMol25 dataset describes a cluster of 12 separate species, C47H59Cl4F5O5 in total at a distorted geometry. The level of theory is ωB97M-V/def2-TZVPD.

XYZ file:
```
120
C47H59Cl4F5O5 | the OMol25 dataset | ωB97M-V/def2-TZVPD
F 2.386 -1.205 7.018
C 2.009 -0.458 5.965
C 0.922 0.370 6.163
C 0.539 1.298 5.188
C 1.108 1.227 3.935
C 2.248 0.406 3.774
C 2.768 -0.358 4.794
H 0.519 0.356 7.168
H -0.369 1.854 5.390
H 0.748 1.811 3.100
H 2.731 0.450 2.807
H 3.692 -0.896 4.632
F 0.490 2.231 -5.016
C -0.138 1.082 -4.747
C -0.502 0.238 -5.784
C -1.100 -0.985 -5.514
C -1.368 -1.337 -4.188
C -1.113 -0.429 -3.178
C -0.420 0.738 -3.430
H -0.271 0.552 -6.795
H -1.396 -1.649 -6.314
H -1.891 -2.268 -4.015
H -1.455 -0.760 -2.204
H -0.137 1.430 -2.645
F 2.504 -0.952 -5.847
C 2.701 -1.539 -4.657
C 2.399 -2.863 -4.439
C 2.409 -3.294 -3.126
C 2.989 -2.545 -2.111
C 3.508 -1.294 -2.434
C 3.297 -0.732 -3.691
H 1.961 -3.470 -5.220
H 2.120 -4.302 -2.848
H 3.149 -2.931 -1.114
H 4.037 -0.764 -1.651
H 3.743 0.214 -3.962
F -5.012 -6.246 -2.285
C -4.714 -4.929 -2.238
C -5.384 -4.050 -3.081
C -5.083 -2.685 -3.031
C -4.151 -2.250 -2.091
C -3.545 -3.111 -1.223
C -3.774 -4.473 -1.336
H -6.049 -4.457 -3.831
H -5.710 -2.075 -3.666
H -3.925 -1.189 -2.053
H -2.836 -2.750 -0.488
H -3.296 -5.164 -0.652
F 0.373 2.899 0.146
C 0.345 1.558 0.214
C 1.537 0.856 0.124
C 1.525 -0.507 0.384
C 0.333 -1.169 0.574
C -0.877 -0.490 0.596
C -0.863 0.880 0.361
H 2.455 1.346 -0.177
H 2.448 -1.069 0.443
H 0.412 -2.218 0.835
H -1.824 -1.010 0.634
H -1.777 1.464 0.315
C -4.329 2.921 -1.033
Cl -5.386 1.594 -0.511
Cl -4.043 4.083 0.284
H -3.351 2.531 -1.284
H -4.813 3.470 -1.830
C 5.444 1.982 0.643
Cl 4.628 3.227 -0.328
Cl 6.402 0.828 -0.367
H 6.077 2.473 1.371
H 4.729 1.336 1.139
C -0.442 -2.920 3.697
C -1.767 -2.236 3.563
O -2.507 -2.437 2.621
C -2.198 -1.228 4.616
H -0.255 -3.660 2.926
H -0.490 -3.485 4.636
H 0.300 -2.123 3.776
H -1.339 -0.621 4.894
H -2.451 -1.824 5.499
H -3.019 -0.609 4.276
C 4.254 -5.069 2.344
C 4.216 -3.568 2.228
O 3.200 -3.034 1.808
C 5.431 -2.770 2.596
H 3.308 -5.551 2.145
H 4.666 -5.362 3.315
H 5.054 -5.369 1.654
H 5.721 -2.814 3.646
H 5.346 -1.702 2.383
H 6.228 -3.071 1.907
C -6.360 -0.953 4.029
C -6.341 -0.684 2.541
O -7.250 -0.099 2.001
C -5.173 -1.174 1.761
H -5.526 -1.619 4.286
H -7.247 -1.541 4.264
H -6.183 -0.116 4.702
H -5.435 -1.144 0.702
H -4.830 -2.163 2.042
H -4.387 -0.417 1.856
C 3.326 3.648 -4.552
C 2.297 4.572 -3.931
O 2.101 5.682 -4.341
C 1.614 4.026 -2.683
H 4.341 3.821 -4.171
H 3.463 4.092 -5.543
H 3.122 2.590 -4.444
H 1.821 4.677 -1.832
H 1.986 3.022 -2.491
H 0.533 4.040 -2.819
C -0.822 5.687 -0.112
C 0.085 6.888 -0.311
O 0.237 7.349 -1.417
C 0.780 7.446 0.909
H -1.794 6.160 -0.277
H -0.731 5.388 0.932
H -0.664 4.849 -0.778
H 1.053 8.480 0.715
H 1.706 6.872 1.035
H 0.238 7.242 1.830
```

## Properties
Maximum force in eV/Å: 1.921
E_HOMO in eV: -9.11
HOMO-LUMO gap in eV: 9.21
Total energy in eV: -123609.1443



Entry 4:
This record from the OMol25 dataset describes a structure of composition C47H59N2O4RbSe at a distorted geometry. The level of theory is ωB97M-V/def2-TZVPD.

XYZ file:
```
114
C47H59N2O4RbSe | the OMol25 dataset | ωB97M-V/def2-TZVPD
Rb -22.832 5.160 -4.838
C -19.612 -3.059 -6.053
C -19.289 -1.758 -6.745
C -17.779 -1.619 -6.916
C -19.989 -1.805 -8.158
C -19.859 -0.581 -5.969
C -20.951 0.188 -6.433
C -21.413 1.291 -5.686
Se -22.694 2.364 -6.643
C -24.407 1.688 -6.395
C -24.694 0.475 -6.989
C -25.866 -0.228 -6.686
C -26.711 0.395 -5.687
C -26.388 1.521 -4.980
C -25.297 2.341 -5.465
O -25.047 3.563 -5.241
C -27.151 2.086 -3.777
C -27.744 0.855 -3.075
C -26.226 2.786 -2.766
C -28.310 2.956 -4.353
C -26.220 -1.517 -7.357
C -25.325 -1.698 -8.611
C -26.080 -2.778 -6.451
C -27.750 -1.445 -7.794
C -20.902 1.659 -4.373
O -21.227 2.779 -3.800
C -19.843 0.810 -3.868
C -19.310 -0.176 -4.753
C -19.226 1.098 -2.482
C -18.093 2.018 -2.656
C -20.194 1.689 -1.431
C -18.801 -0.205 -1.842
H -19.356 -3.886 -6.720
H -20.718 -3.041 -5.831
H -19.076 -3.154 -5.089
H -17.351 -2.050 -7.831
H -17.127 -2.035 -6.129
H -17.475 -0.537 -6.920
H -19.537 -2.617 -8.750
H -19.916 -0.884 -8.740
H -21.097 -2.063 -8.133
H -21.541 -0.075 -7.269
H -24.154 0.211 -7.940
H -27.624 -0.124 -5.531
H -27.006 0.255 -2.583
H -28.407 0.275 -3.726
H -28.360 1.311 -2.311
H -25.423 2.085 -2.449
H -26.753 3.138 -1.899
H -25.781 3.711 -3.224
H -28.909 2.318 -4.953
H -27.940 3.808 -4.951
H -29.012 3.375 -3.566
H -24.288 -1.996 -8.424
H -25.308 -0.824 -9.290
H -25.766 -2.593 -9.137
H -25.132 -2.859 -5.945
H -26.267 -3.688 -7.061
H -26.877 -2.695 -5.761
H -27.856 -0.661 -8.507
H -28.412 -1.241 -6.915
H -28.020 -2.369 -8.318
H -18.442 -0.704 -4.411
H -18.437 2.880 -3.236
H -17.246 1.582 -3.190
H -17.742 2.331 -1.672
H -20.691 2.626 -1.654
H -19.586 1.887 -0.494
H -20.996 0.998 -1.200
H -18.075 -0.843 -2.337
H -19.676 -0.884 -1.657
H -18.407 -0.037 -0.829
O -22.470 9.816 -4.006
C -22.426 8.673 -4.568
O -21.878 7.665 -4.077
C -23.225 8.619 -5.862
C -24.157 9.696 -6.157
C -25.044 9.536 -7.164
C -25.023 8.317 -7.937
C -26.041 7.992 -8.834
C -25.947 6.801 -9.580
C -24.903 5.931 -9.407
C -23.833 6.247 -8.556
C -23.883 7.409 -7.787
N -23.031 7.585 -6.707
H -24.147 10.687 -5.581
H -25.843 10.293 -7.232
H -26.879 8.659 -8.932
H -26.782 6.490 -10.306
H -24.779 4.999 -9.932
H -22.901 5.758 -8.670
C -21.572 11.958 -1.410
N -21.399 10.660 -0.731
C -20.744 9.572 -1.567
C -22.818 10.265 -0.372
C -22.788 8.770 -0.083
C -24.027 8.202 0.265
C -24.185 6.850 0.540
C -23.012 6.073 0.502
C -21.832 6.684 0.210
C -21.635 7.978 -0.164
H -20.720 12.188 -2.046
H -21.717 12.761 -0.623
H -22.478 11.846 -1.998
H -20.865 10.715 0.135
H -21.360 9.428 -2.451
H -20.728 8.592 -0.865
H -19.734 9.921 -1.856
H -23.422 10.386 -1.273
H -23.200 10.871 0.459
H -24.897 8.886 0.346
H -25.180 6.450 0.712
H -23.091 5.017 0.802
H -20.932 6.051 0.257
```

## Properties
Net charge: -2
Maximum force in eV/Å: 4.296
E_HOMO in eV: -1.22
HOMO-LUMO gap in eV: 4.93
Total energy in eV: -126864.5373



The lowest total energy belongs to which entry? C47H57Br2N6O5PtSi